Computed, not measured: 2 unconnected molecules or ions with the total composition C3H6F2OS, with ωB97M-V/def2-TZVPD.

Computed properties:
multiplicity: 3
LUMO (spin up / spin down): 0.06 / -3.82 eV
net charge: 0
strongest force on any atom: 0.1372 hartree/bohr

Cartesian coordinates (Å):
1 C -1.803 -1.253 -0.119
2 C 0.652 0.819 -0.148
3 F 0.937 2.010 -0.438
4 H 1.052 -0.015 1.645
5 F 1.019 -0.274 -1.933
6 S -1.274 0.313 -0.174
7 C 1.621 0.054 0.651
8 H -2.092 -1.502 0.865
9 O -2.025 1.239 0.748
10 H 2.507 0.629 0.822
11 H -1.387 0.818 -1.541
12 H 1.784 -0.880 0.189
13 H -0.993 -1.958 -0.565